25
Properties=species:S:1:pos:R:3 method="wB97M-V/def2-TZVPD" relative_energy_kcal_mol=26.9 total_charge=-1 smiles="N[C@]1([P@@](=O)([O-])O)CCc2ccccc21" homo_energy_ev=-5.00 homo_lumo_gap_ev=8.4 e_tot_ha=-971.5045
N -1.3893 -0.1300 1.9628
C -1.0366 -0.3696 0.5743
P -2.4230 0.4340 -0.4597
O -1.8490 0.3731 -1.8552
O -3.7128 -0.0720 -0.0406
O -2.3963 1.9979 0.1672
C -0.8023 -1.8610 0.2131
C 0.4132 -1.8402 -0.7508
C 0.9915 -0.5043 -0.6710
C 2.2606 -0.2050 -1.0757
C 2.8270 1.0168 -0.7879
C 2.1394 1.8984 0.0904
C 0.8423 1.6095 0.5337
C 0.3014 0.4190 0.1311
H -0.9400 -0.7716 2.5682
H -2.3529 -0.2306 2.1260
H -1.4186 2.1612 0.0000
H -1.7804 -2.3482 -0.3206
H -0.4428 -2.4793 0.9930
H 0.0004 -2.2477 -1.7369
H 1.2188 -2.5537 -0.2425
H 3.0340 -0.8575 -1.6516
H 3.7374 1.3683 -1.2205
H 2.3744 2.9993 0.2059
H 0.4034 2.1931 1.2474



68
Properties=species:S:1:pos:R:3 method="wB97M-V/def2-TZVPD" relative_energy_kcal_mol=37.1 s2=8.8174 total_charge=+2 homo_energy_ev="-11.96 / -12.43" homo_lumo_gap_ev="5.1 / 3.0" e_tot_ha=-3212.2614 spin_multiplicity=6
Ir -0.1501 0.0687 -0.0878
C -2.6543 5.0031 0.8571
S -0.9109 4.9669 0.3959
C -0.4654 3.2882 0.5645
S -1.5362 2.0579 1.0812
N 0.8193 3.1384 0.2833
N 1.2560 1.8592 0.2145
C 2.4760 1.6206 0.4895
C 2.9754 0.2544 0.3293
C 4.2875 -0.0534 0.6349
C 4.7174 -1.3652 0.5021
C 3.8194 -2.3203 0.0651
C 2.5174 -1.9297 -0.2308
N 2.1034 -0.6716 -0.1070
H -2.7944 5.8558 1.5161
H -2.9261 4.0905 1.3841
H -3.2655 5.1250 -0.0344
H 3.1267 2.4074 0.8635
H 4.9560 0.7267 0.9770
H 5.7387 -1.6358 0.7413
H 4.1096 -3.3585 -0.0447
H 1.7862 -2.6537 -0.5734
C 1.4795 1.5272 4.0923
C 0.2006 0.7528 4.1880
N -0.5134 0.8096 5.2818
C -1.6981 0.1277 5.3290
C -2.2505 -0.5613 4.2713
C -3.5490 -1.3041 4.4846
O -4.5423 -1.0676 3.4783
C -1.5143 -0.6258 3.0710
C -2.0464 -1.3864 1.9691
N -1.5034 -1.6221 0.8119
C -2.1332 -2.6489 0.0338
C -2.9650 -3.6239 0.6077
C -3.6015 -4.5898 -0.1519
C -3.4006 -4.6571 -1.5246
C -2.5217 -3.7653 -2.1124
C -1.9056 -2.8006 -1.3282
I -0.5090 -1.5972 -2.3105
C -0.2325 -0.0181 3.0378
O 0.5449 -0.1056 2.0257
H 1.7409 1.9240 5.0697
H 1.3638 2.3614 3.3885
H 2.2871 0.8936 3.7174
H -2.2178 0.1645 6.2823
H -3.9296 -1.0491 5.4716
H -3.3527 -2.3761 4.4913
H -5.0991 -0.3316 3.7456
H -3.0242 -1.8063 2.1592
H -3.0959 -3.6521 1.6827
H -4.2454 -5.3099 0.3420
H -3.8973 -5.4106 -2.1278
H -2.2987 -3.8322 -3.1720
N -2.8833 4.5805 -5.4836
C -1.8440 3.8117 -5.4793
S -0.8919 3.5422 -6.8500
C -1.4659 3.0859 -4.2474
C -2.4505 2.5448 -3.4242
C -2.0469 1.8479 -2.2986
N -0.7577 1.6727 -1.9805
C 0.1774 2.1959 -2.7722
C -0.1255 2.9090 -3.9234
H -3.1935 5.0638 -6.3196
H -3.3679 4.7882 -4.6173
H -3.5078 2.6214 -3.6565
H -2.7764 1.4158 -1.6225
H 1.2103 2.0533 -2.4646
H 0.6703 3.3436 -4.5194



90
Properties=species:S:1:pos:R:3 method="wB97M-V/def2-TZVPD" relative_energy_kcal_mol=52.7 smiles=OCCO.OCCO.OCCO.OCCO.OCCO.OCCO.OCCO.OCCO.OCCO homo_energy_ev=-9.49 homo_lumo_gap_ev=9.5 e_tot_ha=-2072.3188
O -2.7872 -1.4671 1.0292
C -2.1270 -2.6730 1.4356
C -2.9456 -3.8170 2.0299
O -3.6276 -3.3181 3.1594
H -2.9613 -1.0561 1.8797
H -1.5178 -3.0588 0.6178
H -1.2941 -2.4423 2.1006
H -2.2497 -4.6152 2.2876
H -3.6281 -4.2408 1.2928
H -4.4288 -2.9186 2.8123
O 5.2414 0.1246 -3.3982
C 4.0682 -0.5257 -3.8531
C 2.7604 0.2120 -3.5180
O 2.5534 1.3154 -4.3266
H 5.1628 0.3407 -2.4651
H 4.1231 -0.6135 -4.9382
H 4.0062 -1.5222 -3.4146
H 2.8199 0.4235 -2.4496
H 1.8784 -0.4279 -3.5636
H 1.8506 1.8620 -3.9674
O -2.5810 -0.4065 -2.5740
C -3.6706 0.4618 -2.4092
C -4.3795 0.6925 -3.7372
O -5.0097 -0.5281 -4.2478
H -2.1302 -0.2644 -1.7369
H -4.3544 0.1061 -1.6378
H -3.2188 1.3994 -2.0836
H -3.6967 1.1101 -4.4770
H -5.1737 1.4376 -3.6828
H -5.5662 -0.8785 -3.5482
O -1.3649 0.4255 -0.3433
C -0.6626 1.4761 0.3358
C 0.7412 0.9100 0.7179
O 0.4993 -0.0557 1.7438
H -1.4857 -0.3071 0.2672
H -0.5208 2.3543 -0.2940
H -1.1878 1.8328 1.2220
H 1.4135 1.7059 1.0393
H 1.2823 0.4480 -0.1081
H 0.7674 -0.9365 1.4696
O 4.6997 0.3650 -0.6957
C 4.4232 -0.6371 0.2523
C 5.6956 -1.2663 0.8247
O 6.2374 -0.4852 1.8744
H 4.9890 1.1593 -0.2403
H 3.7971 -0.2820 1.0713
H 3.8708 -1.4532 -0.2137
H 6.3586 -1.4191 -0.0271
H 5.4189 -2.1440 1.4096
H 6.9156 -0.9308 2.3870
O 1.5774 0.6594 4.2075
C 1.9079 -0.5213 4.9109
C 2.6869 -1.6236 4.0173
O 4.0371 -1.1900 3.9651
H 1.1611 0.4290 3.3725
H 2.4386 -0.3920 5.8542
H 0.9962 -0.9572 5.3216
H 2.3380 -1.8272 3.0047
H 2.7451 -2.5903 4.5177
H 4.1688 -0.2505 3.8175
O -5.6715 2.6414 1.2731
C -4.5829 3.5640 1.1448
C -4.7987 4.9296 1.8435
O -5.6096 5.8387 1.1958
H -5.6693 2.1920 2.1214
H -3.6889 3.2104 1.6596
H -4.2822 3.6924 0.1049
H -3.8243 5.4200 1.8544
H -5.0795 4.8468 2.8935
H -5.3394 5.7613 0.2776
O 1.1799 -2.6637 0.6263
C 2.0974 -3.6783 1.0313
C 1.4228 -4.5452 2.1093
O 0.3812 -5.1798 1.4611
H 0.5480 -3.1108 0.0580
H 2.4233 -4.2277 0.1479
H 3.0482 -3.3095 1.4165
H 1.0105 -3.8783 2.8670
H 2.0755 -5.3188 2.5142
H 0.0647 -5.9161 1.9896
O -1.4605 4.6064 -4.3136
C -1.2449 3.2281 -4.3751
C -0.7996 2.6815 -3.0239
O 0.5815 2.9579 -2.8567
H -1.3874 5.0113 -5.1808
H -2.1995 2.7602 -4.6175
H -0.4963 3.0382 -5.1444
H -0.8437 1.5937 -2.9671
H -1.4959 3.0529 -2.2717
H 0.5800 3.5933 -2.1368



125
Properties=species:S:1:pos:R:3 method="wB97M-V/def2-TZVPD" smiles="CCOS(C)(=O)=O.CCOS(C)(=O)=O.CCOS(C)(=O)=O.CCOS(C)(=O)=O.C1CCOC1.C1CCOC1.C1CCOC1.C1CCOC1.C1CCOC1" homo_energy_ev=-9.39 homo_lumo_gap_ev=9.6 e_tot_ha=-4134.0566
C 4.4552 -3.4640 1.6203
C 3.5789 -4.1625 0.6418
O 2.4365 -4.7577 1.3497
S 1.1545 -3.9128 1.7289
C 0.2800 -3.9481 0.2538
O 0.5500 -4.6825 2.7855
O 1.5703 -2.5598 1.9895
H 5.4044 -3.0729 1.2068
H 4.7038 -4.1948 2.4298
H 4.0236 -2.6751 2.1722
H 3.1558 -3.5589 -0.1780
H 4.0009 -5.0325 0.1225
H -0.6266 -3.2736 0.3554
H 0.0089 -4.9821 0.1581
H 0.9560 -3.4679 -0.5065
C -4.7167 3.2139 -3.6727
C -3.5612 4.0350 -3.0215
O -4.1071 5.3327 -2.7776
S -4.3988 5.8342 -1.3377
C -2.8498 6.4256 -0.6284
O -5.2117 6.9945 -1.5199
O -4.7738 4.6915 -0.5241
H -5.5067 3.1738 -2.8997
H -4.3927 2.2558 -4.0004
H -5.0625 3.7257 -4.5606
H -3.1044 3.6152 -2.1626
H -2.8201 4.2357 -3.6889
H -2.1809 5.5771 -0.2776
H -3.1014 7.0217 0.2013
H -2.3485 7.1256 -1.2398
C -5.3385 0.9287 -0.0862
C -3.8771 0.8301 -0.3100
O -3.5843 -0.4953 -0.7721
S -2.7176 -0.7211 -2.0998
C -3.5504 -2.2303 -2.6965
O -2.9572 0.3883 -2.9749
O -1.3435 -1.0397 -1.8876
H -5.9255 0.7138 -0.9630
H -5.6172 1.9424 0.2939
H -5.6413 0.1879 0.7240
H -3.4553 1.6334 -0.9557
H -3.4599 1.0226 0.6841
H -4.5034 -1.7620 -2.8732
H -3.5946 -2.9446 -1.8563
H -3.0321 -2.5778 -3.5892
C -2.7798 -5.5161 1.3186
C -2.8467 -4.4768 2.4414
O -2.3660 -3.2237 1.9297
S -2.4704 -2.0155 2.9209
C -1.6878 -2.4814 4.3730
O -1.6198 -1.0154 2.3740
O -3.8753 -1.8113 3.1961
H -1.8352 -5.7870 0.8784
H -3.3792 -5.1970 0.4333
H -3.3200 -6.3912 1.7509
H -3.8424 -4.2914 2.7188
H -2.1613 -4.8640 3.1639
H -1.7180 -1.6658 5.0545
H -0.6328 -2.5840 4.2191
H -2.0948 -3.4661 4.8742
C 1.6677 1.0770 5.2561
C 1.9175 -0.3984 4.9693
C 1.4974 -1.1743 6.2271
O 0.6378 -0.2457 6.9859
C 0.5746 1.0070 6.3482
H 1.2509 1.5439 4.3493
H 2.5257 1.6272 5.7199
H 2.9314 -0.6704 4.6171
H 1.3070 -0.7079 4.0829
H 2.3814 -1.4083 6.8493
H 0.8620 -2.0013 5.8959
H 0.5672 1.8100 7.1251
H -0.4105 1.0438 5.8736
C 0.2890 2.2953 1.4424
C 0.3955 1.3143 0.2801
C 0.2801 2.2788 -0.8660
O -0.8093 3.1808 -0.5263
C -0.5809 3.4155 0.8467
H 1.2410 2.7264 1.6629
H -0.1760 1.8779 2.3786
H -0.4429 0.5807 0.3830
H 1.2930 0.6767 0.2784
H -0.0577 1.8370 -1.7906
H 1.1653 2.7782 -1.0836
H -1.5965 3.5120 1.3534
H -0.1098 4.4216 0.8913
C 1.1653 -1.2780 -3.9214
C 2.7359 -1.1669 -3.8721
C 3.1767 -2.1099 -2.7505
O 1.9761 -2.6123 -2.1131
C 0.9516 -2.5630 -3.1755
H 0.7405 -1.2587 -4.8991
H 0.8438 -0.3782 -3.3069
H 2.9656 -0.0927 -3.6516
H 3.2735 -1.2912 -4.8497
H 3.8123 -1.5159 -2.0928
H 3.8368 -2.9173 -3.0946
H -0.0180 -2.8159 -2.7380
H 1.1985 -3.4289 -3.8798
C 0.0391 3.5064 -4.8035
C 0.4562 2.0198 -4.5872
C 0.0739 1.4270 -5.9597
O -0.6761 2.4342 -6.6549
C -1.1855 3.3619 -5.7519
H 0.8208 4.0273 -5.3120
H -0.2128 3.9557 -3.8095
H -0.1779 1.6499 -3.8611
H 1.5175 2.0523 -4.3786
H -0.5283 0.5453 -5.8391
H 0.9717 1.1243 -6.5372
H -2.1281 3.0370 -5.3618
H -1.2214 4.2934 -6.4025
C 5.5862 0.6241 1.2259
C 4.6732 0.3836 2.5132
C 5.7762 -0.2948 3.4694
O 6.5034 -1.1613 2.6035
C 6.7349 -0.3804 1.3898
H 5.9438 1.6904 1.1825
H 5.0242 0.5398 0.2413
H 3.9264 -0.3128 2.2679
H 4.2021 1.3780 2.7921
H 5.4010 -0.9429 4.1738
H 6.4822 0.4142 3.8486
H 6.7374 -1.1355 0.6191
H 7.7123 0.1915 1.4232



59
Properties=species:S:1:pos:R:3 method="wB97M-V/def2-TZVPD" s2=6.0144 total_charge=+3 homo_energy_ev="-17.85 / -18.61" homo_lumo_gap_ev="6.0 / 4.9" e_tot_ha=-2614.6977 spin_multiplicity=5
I -1.4144 -1.5098 -2.9976
I -2.5012 1.6451 0.3301
Pd -1.2548 -0.9100 -0.1461
P -1.9331 1.0452 -2.3967
C -0.3676 1.4696 -3.2459
C -3.1385 0.7206 -3.7785
H -3.1417 1.6116 -4.4040
H -2.5623 3.2959 -3.2122
H -4.1377 0.5723 -3.3569
H -3.5644 2.7478 -1.8298
H 0.2715 0.5944 -3.3999
H -2.9496 -0.1414 -4.4295
C -2.5487 2.8137 -2.2352
H -0.6179 1.9102 -4.2197
H -1.9191 3.3845 -1.5464
H 0.1828 2.1936 -2.6379
P -2.6220 -2.4559 0.5538
C -1.4783 -3.7392 1.1241
C -3.6232 -1.8399 1.9240
H -4.5020 -2.4544 -0.9872
H -4.3648 -4.0264 -0.1396
H -3.2560 -3.6169 -1.4861
C -3.7977 -3.2145 -0.6189
H -4.3672 -1.1259 1.5447
H -4.1290 -2.6954 2.3833
H -1.9973 -4.6440 1.4553
H -0.8584 -3.3404 1.9363
H -3.0004 -1.3312 2.6679
H -0.8204 -3.9691 0.2728
C 0.8134 -0.8157 0.2240
O 1.2315 -1.9589 0.1865
C 3.7152 -0.8082 -0.9272
Si 3.0366 0.8595 -0.4152
C 4.2794 1.7552 0.7023
C 2.7357 1.9890 -1.8691
C 1.4213 0.4979 0.5672
Si 1.4958 0.4145 2.5086
C 1.6362 2.2058 3.1305
C -0.1098 -0.2370 3.2326
C 2.9028 -0.7848 2.9182
H 4.8026 -0.6770 -1.0059
H 3.3199 -1.1288 -1.9004
H 3.4893 -1.6028 -0.2008
H 5.2795 1.7860 0.2392
H 3.9669 2.8017 0.8438
H 4.3909 1.2986 1.6937
H 3.6734 2.4341 -2.2345
H 2.0716 2.8188 -1.5880
H 2.2822 1.4552 -2.7109
H 0.6822 1.3072 0.3046
H 0.6506 2.6435 3.3620
H 2.2008 2.1650 4.0740
H 2.1465 2.9143 2.4615
H -0.4391 -1.1625 2.7359
H -0.9318 0.4937 3.1551
H 0.0662 -0.4539 4.2938
H 2.7293 -1.7861 2.4942
H 3.9082 -0.4856 2.5893
H 2.9659 -0.9285 4.0106



34
Properties=species:S:1:pos:R:3 method="wB97M-V/def2-TZVPD" relative_energy_kcal_mol=72.4 total_charge=-1 homo_energy_ev=-4.15 homo_lumo_gap_ev=7.2 e_tot_ha=-1107.0697
C -1.4822 -0.3053 2.3864
N -0.1382 -0.6746 2.0361
C 0.5447 0.0432 0.9305
C -0.1664 1.2817 0.3893
S 0.9845 1.9778 -0.8140
H -1.9473 -1.1365 3.0906
H -2.1246 -0.2002 1.5527
H -1.5004 0.5128 3.1065
H 0.4308 -0.8490 2.8360
H 1.6303 0.0566 1.2640
H 0.4508 -0.7051 0.1330
H -0.4434 2.0900 1.0602
H -1.3565 1.1016 0.1818
H -2.1455 1.6656 -1.0427
H -3.4446 2.0738 -0.1025
O -2.9211 2.2836 -0.8715
H -0.3301 0.6177 -3.6078
H 0.7412 0.5348 -2.1395
O 0.1728 0.1016 -2.9459
H -1.6374 -1.3637 -1.5827
H -2.5185 -1.6990 -0.3668
O -2.4628 -1.1205 -1.1406
H 1.8179 -2.7604 0.3695
H 1.4142 -3.3107 -1.0325
O 1.9275 -3.5256 -0.1592
H 0.9973 2.2071 2.0783
H 2.1668 3.2702 1.7556
O 1.8111 2.6653 2.2666
H 2.7877 0.4925 -0.2189
H 3.1755 0.4952 -1.6432
O 3.5330 0.1678 -0.8134
H 0.1150 -1.2185 -2.1848
H 0.0496 -2.6310 -2.7466
O -0.1318 -2.1389 -2.0246



17
Properties=species:S:1:pos:R:3 method="wB97M-V/def2-TZVPD" relative_energy_kcal_mol=42.4 homo_energy_ev=-9.55 homo_lumo_gap_ev=9.8 e_tot_ha=-698.1647
C -0.9206 1.2026 -0.3758
C -0.3765 1.9351 0.9098
C 0.6461 -0.3183 0.4987
C 0.5030 -1.6528 1.2573
C -0.2059 -0.5953 -1.8570
N -0.1501 0.0517 -0.5267
O -1.7288 1.5454 -1.2238
O 0.4180 1.0992 1.5933
I 2.7458 -0.1331 -0.1099
H -0.0353 2.8447 0.3106
H -1.3312 2.1888 1.3941
H 1.3080 -1.7671 1.9913
H 0.3093 -2.3831 0.6093
H -0.4689 -1.4775 1.8244
H 0.5723 -0.3696 -2.4558
H -0.1906 -1.7505 -1.6105
H -1.0946 -0.4202 -2.2294



17
Properties=species:S:1:pos:R:3 method="wB97M-V/def2-TZVPD" relative_energy_kcal_mol=22.6 s2=0.7557 homo_energy_ev="-9.73 / -9.81" homo_lumo_gap_ev="10.4 / 7.8" e_tot_ha=-417.7085 spin_multiplicity=2
N -0.3840 1.4484 0.3144
C 0.1027 0.1085 0.3964
C -0.3985 -0.9995 -0.5543
C -1.9199 -0.7593 -0.7101
O -2.4770 0.1306 0.2210
C 1.6329 -0.1409 0.4438
N 2.4564 0.9060 0.7397
O 2.1671 -1.2144 0.2078
H -1.8738 1.0253 0.3463
H -0.0401 1.8627 -0.5402
H -0.3155 -0.2273 1.3865
H -0.0153 -1.8722 -0.0510
H 0.1439 -0.9006 -1.5139
H -2.4037 -1.7132 -0.4867
H -2.0533 -0.2131 -1.6822
H 3.4464 0.8031 0.6506
H 1.9316 1.7558 0.8321



32
Properties=species:S:1:pos:R:3 method="wB97M-V/def2-TZVPD" relative_energy_kcal_mol=0.0 s2=2.0304 total_charge=+2 homo_energy_ev="-17.06 / -17.08" homo_lumo_gap_ev="6.5 / 6.6" e_tot_ha=-2216.0282 spin_multiplicity=3
O -0.6302 2.9267 -8.0949
C -0.6423 2.7735 -6.9599
V -0.5568 0.3433 -2.6058
C -0.7986 1.2526 -0.9491
O -1.0393 1.8107 0.0508
C -0.6847 -1.5044 -2.8030
O -0.8477 -2.6133 -3.0763
C 1.1859 0.8098 -3.2948
O 2.2455 1.0249 -3.7708
C -2.3686 0.8019 -3.3039
O -3.5149 0.7303 -3.5144
H -0.5649 0.4373 -4.2115
C 1.6640 2.0142 2.7530
C 1.1098 0.6146 2.6101
N 1.6059 0.0520 1.3400
C 0.8993 -0.7554 0.5278
S 1.3887 -0.9231 -1.0992
N -0.1037 -1.5084 0.9873
C -0.2128 -2.1442 2.3327
C -1.5596 -1.8557 2.9767
H 2.7574 1.9871 2.7115
H 1.3444 2.4313 3.7105
H 1.2642 2.6317 1.9413
H 1.4265 -0.0342 3.4416
H 0.0155 0.6009 2.5878
H 2.3342 0.5935 0.8775
H -0.5441 -2.0793 0.2753
H -0.1042 -3.2245 2.1375
H 0.6183 -1.8188 2.9641
H -2.3681 -2.3187 2.4002
H -1.5819 -2.2786 3.9852
H -1.7375 -0.7775 3.0726



12
Properties=species:S:1:pos:R:3 method="wB97M-V/def2-TZVPD" relative_energy_kcal_mol=32.2 smiles="C=C=CC(C)=O" homo_energy_ev=-9.65 homo_lumo_gap_ev=10.4 e_tot_ha=-269.2949
C 1.4184 2.2221 -0.7875
C 0.4685 1.3919 -0.4691
C -0.4432 0.4986 -0.1692
C -0.0867 -0.6778 0.6854
C -0.9079 -1.9262 0.4515
O 0.8241 -0.6424 1.4846
H 2.0416 2.0403 -1.6594
H 1.6249 3.1023 -0.1860
H -1.4456 0.5652 -0.5890
H -0.4785 -2.7518 1.0214
H -0.9188 -2.1747 -0.6159
H -1.9473 -1.7675 0.7613



18
Properties=species:S:1:pos:R:3 method="wB97M-V/def2-TZVPD" relative_energy_kcal_mol=16.0 homo_energy_ev=-8.64 homo_lumo_gap_ev=7.8 e_tot_ha=-1531.3569
C 0.2615 1.5927 0.3374
C -0.9518 0.5235 -1.5416
C -0.7575 1.7814 1.5871
C 2.2768 -1.6213 -0.1960
C 1.5377 -1.9896 -1.2320
C -1.1783 0.4688 2.0552
N -0.3948 1.2372 -0.7670
O 1.4358 1.6510 0.4005
O -2.9983 -0.1915 -2.7227
S -1.9495 -0.6667 1.2074
S -1.5692 -0.0342 -2.8879
I -0.2220 -3.0442 -0.9296
H -0.2926 2.3959 2.3767
H -1.5112 2.3051 1.0656
H 2.1980 -1.9461 0.7903
H 3.1728 -1.0468 -0.3504
H 1.7058 -1.7404 -2.3224
H -0.7634 0.3251 3.1292